DFT (wB97M-V/def2-TZVPD) results for an isolated molecule of C4H9NO2.

Atoms and positions in Å:
C  -2.126  0.739  1.009
C  -1.716  -0.520  0.244
N  -0.615  -0.283  -0.670
C  0.665  -0.338  -0.218
O  1.003  -0.693  0.894
O  1.532  0.035  -1.186
C  2.893  -0.008  -0.769
H  -1.217  1.292  1.287
H  -2.771  1.407  0.426
H  -2.656  0.495  1.936
H  -1.370  -1.288  0.941
H  -2.557  -0.944  -0.316
H  -0.772  0.154  -1.559
H  3.483  0.294  -1.633
H  3.057  0.677  0.067
H  3.167  -1.018  -0.453

The calculation puts the total energy at -9879.600 eV. The LUMO energy is 0.94 eV. As for the SMILES: CCNC(=O)OC. Its HOMO energy is -0.3577 Eh. The orbital gap is 0.392 Ha.